(1)
{
  "formula": "C36H51AsBiN8OS2",
  "method": "wB97M-V/def2-TZVPD",
  "species": ["Bi", "As", "S", "S", "O", "N", "N", "N", "N", "N", "N", "N", "N", "C", "C", "C", "C", "C", "C", "C", "C", "C", "C", "C", "C", "C", "C", "C", "C", "C", "C", "C", "C", "C", "C", "C", "C", "C", "C", "C", "C", "C", "C", "C", "C", "C", "C", "C", "C", "H", "H", "H", "H", "H", "H", "H", "H", "H", "H", "H", "H", "H", "H", "H", "H", "H", "H", "H", "H", "H", "H", "H", "H", "H", "H", "H", "H", "H", "H", "H", "H", "H", "H", "H", "H", "H", "H", "H", "H", "H", "H", "H", "H", "H", "H", "H", "H", "H", "H", "H"],
  "coordinates": [[-0.320, 0.400, 0.190], [0.729, -2.643, 1.618], [-2.530, -1.523, -0.156], [-2.901, 2.233, 1.603], [0.899, -1.293, 0.560], [-4.699, -1.493, -1.852], [1.565, 2.839, 1.984], [-0.317, -0.603, -4.053], [1.597, 1.537, 0.038], [-1.865, 0.572, -3.005], [2.702, 3.644, 0.269], [-3.263, -3.033, -2.294], [0.234, 0.299, -1.931], [-0.920, -6.256, 0.378], [2.474, -2.986, 2.274], [-3.509, -1.995, -1.473], [5.009, -3.621, 3.153], [-0.490, -5.198, 1.167], [0.053, -4.072, 0.559], [-4.301, -3.201, -3.189], [-3.339, 3.983, 1.638], [2.070, 4.121, 2.489], [-0.786, -6.191, -1.002], [2.626, -3.729, 3.442], [-0.226, -5.067, -1.602], [-2.511, 0.223, -4.276], [-0.426, -2.218, 3.067], [2.926, 4.640, 1.325], [-5.419, -0.408, -1.195], [-5.201, -2.236, -2.912], [-1.441, -0.608, -4.998], [0.113, -1.545, 4.166], [2.988, 3.969, -1.119], [-3.279, 1.757, 3.299], [1.620, 0.690, -2.271], [2.427, 0.924, -1.000], [1.957, 2.627, 0.715], [4.848, -2.884, 1.986], [0.191, -3.998, -0.822], [-2.378, 1.639, -2.166], [-0.707, -1.225, 5.237], [1.086, 1.812, 2.887], [3.576, -2.565, 1.537], [3.903, -4.044, 3.879], [0.750, -1.586, -4.170], [-1.772, -2.578, 3.039], [-2.049, -1.586, 5.214], [-0.618, 0.086, -2.950], [-2.581, -2.258, 4.121], [2.258, 3.495, -1.773], [0.625, -3.116, -1.276], [3.310, 1.516, -1.230], [-2.757, 1.266, -1.212], [-4.337, 1.908, 3.503], [6.003, -3.871, 3.497], [0.375, -2.437, -4.736], [-1.763, -1.636, -5.171], [3.985, 4.705, 1.575], [-0.087, -5.041, -2.677], [-0.294, -0.723, 6.102], [-5.620, 0.389, -1.910], [2.662, 3.951, 3.388], [-4.320, -3.991, -3.919], [1.249, 4.793, 2.738], [-2.770, 4.510, 2.401], [5.715, -2.565, 1.424], [-2.754, 1.134, -4.822], [2.131, -0.078, -2.850], [-0.004, 1.826, 2.983], [-1.145, -0.177, -5.953], [-3.431, -0.336, -4.106], [1.169, -1.305, 4.203], [-2.456, -3.630, -2.179], [-6.158, -2.020, -3.354], [2.596, 5.617, 0.975], [-4.809, -0.034, -0.376], [-3.106, 4.405, 0.662], [-3.046, 0.698, 3.403], [1.046, -1.929, -3.180], [-3.213, 2.111, -2.680], [-6.361, -0.783, -0.802], [1.766, -4.058, 4.014], [2.776, -0.037, -0.617], [1.513, 1.979, 3.876], [4.035, -4.619, 4.785], [-2.681, -1.356, 6.062], [3.443, -1.999, 0.624], [-3.623, -2.550, 4.117], [2.905, 5.047, -1.246], [-1.100, -7.029, -1.611], [1.424, 0.831, 2.545], [-2.682, 2.331, 4.005], [-4.404, 4.099, 1.827], [-1.345, -7.136, 0.842], [-2.185, -3.108, 2.191], [-1.613, 2.405, -2.006], [-0.584, -5.263, 2.245], [3.995, 3.669, -1.410], [1.616, -1.184, -4.694], [1.586, 1.597, -2.881]],
  "forces_ev_per_angstrom": [[-0.05, -0.10, 0.00], [-0.05, 0.01, -0.01], [-0.10, 0.03, 0.11], [0.02, 0.04, -0.10], [0.06, 0.00, 0.02], [0.02, -0.04, 0.01], [0.03, 0.00, 0.01], [0.00, -0.07, 0.02], [0.02, 0.05, -0.02], [0.10, -0.04, 0.05], [0.02, 0.00, 0.01], [0.05, 0.03, -0.06], [-0.10, 0.06, 0.00], [0.01, 0.01, -0.01], [0.02, 0.00, -0.02], [0.04, 0.00, -0.05], [0.00, 0.01, -0.01], [-0.01, 0.00, 0.00], [0.00, -0.01, 0.01], [-0.01, -0.03, -0.01], [-0.01, 0.01, 0.04], [0.00, 0.00, 0.00], [0.00, 0.01, 0.00], [0.00, -0.01, 0.01], [-0.01, 0.00, 0.01], [-0.02, 0.00, 0.01], [-0.01, -0.03, 0.01], [0.00, 0.00, 0.00], [0.00, 0.02, 0.00], [0.01, 0.02, 0.02], [0.03, 0.01, -0.01], [0.00, 0.02, 0.00], [-0.01, 0.01, 0.00], [0.00, -0.01, 0.01], [0.04, 0.03, 0.01], [0.01, -0.01, 0.00], [0.00, -0.02, -0.01], [0.00, 0.00, 0.00], [-0.01, -0.01, -0.02], [-0.02, 0.04, -0.02], [0.01, 0.00, 0.00], [-0.01, 0.00, 0.01], [0.00, 0.00, 0.01], [-0.01, 0.00, 0.00], [-0.02, 0.00, -0.02], [0.01, -0.01, 0.02], [-0.01, 0.00, 0.00], [-0.01, -0.02, -0.08], [-0.01, 0.00, 0.00], [0.00, 0.00, 0.00], [0.01, 0.00, 0.02], [0.00, -0.01, -0.01], [-0.01, -0.02, 0.03], [0.00, -0.01, 0.00], [0.00, 0.00, 0.00], [-0.01, 0.00, 0.00], [-0.01, 0.00, 0.00], [0.00, 0.00, 0.00], [0.00, -0.01, 0.00], [0.00, 0.00, 0.00], [0.01, -0.01, 0.01], [0.00, 0.00, 0.00], [0.00, 0.00, 0.00], [0.00, 0.00, 0.00], [0.01, 0.00, 0.00], [0.00, 0.00, 0.00], [-0.01, 0.00, 0.01], [0.00, 0.04, 0.00], [0.00, 0.00, 0.00], [0.00, -0.01, -0.01], [-0.01, -0.01, 0.00], [0.00, 0.00, -0.01], [-0.02, -0.02, 0.02], [0.00, 0.00, 0.00], [0.00, 0.00, 0.00], [0.00, 0.01, -0.01], [0.00, 0.00, 0.00], [0.00, -0.01, 0.00], [0.01, 0.02, -0.01], [0.02, 0.02, -0.02], [0.00, -0.01, 0.00], [0.00, 0.00, 0.00], [-0.01, 0.00, 0.01], [-0.01, 0.00, 0.00], [0.00, 0.00, 0.00], [0.00, 0.00, 0.00], [0.00, 0.00, 0.00], [0.00, 0.01, 0.00], [0.00, 0.00, 0.00], [0.00, 0.00, 0.00], [0.00, 0.00, -0.01], [-0.01, 0.00, 0.00], [0.00, 0.00, 0.00], [0.00, 0.00, 0.00], [0.00, 0.00, 0.01], [-0.01, -0.03, 0.04], [0.01, 0.00, 0.00], [0.00, 0.01, 0.00], [-0.01, -0.01, -0.02], [-0.01, 0.03, 0.01]],
  "energy_ha": -5161.658364,
  "e_lumo_ev": -7.28,
  "spin_multiplicity": 1,
  "homo_lumo_gap_ev": 7.997,
  "charge": 3
}


(2)
{
  "formula": "C3H2O2S",
  "method": "wB97M-V/def2-TZVPD",
  "species": ["S", "O", "O", "C", "C", "C", "H", "H"],
  "coordinates": [[1.591, -0.741, -0.125], [1.229, 1.843, 0.719], [-0.544, -2.117, -0.745], [-0.082, -1.069, -0.468], [0.721, 0.860, 0.299], [-0.671, 0.230, 0.021], [-1.028, 0.108, 0.959], [-1.216, 0.885, -0.661]],
  "forces_ev_per_angstrom": [[1.10, 0.91, 0.00], [-1.01, -0.04, -0.28], [-1.13, -0.84, -0.81], [0.26, -0.13, 0.82], [1.25, -1.34, -0.09], [2.17, 2.28, -2.63], [-2.11, -0.40, 2.80], [-0.53, -0.44, 0.19]],
  "energy_ha": -664.159451,
  "smiles": "O=C1CC(=O)S1",
  "e_lumo_ev": 0.53,
  "spin_multiplicity": 1,
  "homo_lumo_gap_ev": 10.760
}


(3)
{
  "formula": "C13H24Cl2F6NO7S2SbTi",
  "method": "wB97M-V/def2-TZVPD",
  "species": ["Sb", "Ti", "Cl", "Cl", "S", "S", "F", "F", "F", "F", "F", "F", "O", "O", "O", "O", "O", "O", "O", "N", "C", "C", "C", "C", "C", "C", "C", "C", "C", "C", "C", "C", "C", "H", "H", "H", "H", "H", "H", "H", "H", "H", "H", "H", "H", "H", "H", "H", "H", "H", "H", "H", "H", "H", "H", "H", "H"],
  "coordinates": [[-1.446, 1.407, -0.693], [0.667, 0.203, 0.599], [-0.955, 1.827, 2.572], [1.733, 2.204, 0.932], [0.598, -1.968, 2.731], [0.321, -2.540, 0.059], [-1.201, -3.729, -1.673], [-0.208, -5.103, -0.324], [-1.947, -1.357, 2.492], [-1.622, -3.409, 3.090], [-1.367, -1.809, 4.516], [-1.884, -3.920, 0.371], [2.922, -0.413, -2.545], [1.392, -2.313, 3.850], [1.377, 0.150, -1.032], [0.590, -0.540, 2.369], [1.346, -2.583, -0.919], [-0.594, -1.399, 0.096], [2.778, -0.540, 1.006], [0.785, -2.932, 1.515], [-0.633, 3.028, -1.905], [-1.199, -2.168, 3.253], [0.005, 2.975, 3.364], [-2.278, 0.266, -2.339], [4.534, 0.638, -0.259], [-0.811, -3.930, -0.418], [4.279, -1.856, -0.386], [0.210, 2.493, -3.064], [-3.348, -0.729, -1.893], [-4.051, 1.534, 1.023], [3.549, -0.528, -0.237], [-3.234, 2.404, 0.065], [2.563, -0.283, -1.406], [-2.886, 3.310, 0.561], [-3.625, -1.385, -2.720], [-1.424, -0.250, -2.780], [-3.415, 1.000, 1.729], [4.015, 1.593, -0.236], [-0.414, 2.141, -3.886], [-1.457, 3.646, -2.264], [0.040, 3.962, 2.934], [4.507, -2.019, -1.438], [-4.248, -0.208, -1.566], [-3.831, 2.693, -0.800], [-4.741, 2.148, 1.605], [-4.639, 0.795, 0.480], [5.218, 0.572, 0.592], [0.847, 1.670, -2.749], [0.825, 2.599, 3.953], [5.206, -1.844, 0.187], [-0.013, 3.616, -1.228], [3.648, -2.667, -0.030], [-2.991, -1.353, -1.072], [0.862, 3.277, -3.452], [3.211, 0.072, 1.610], [-2.679, 0.972, -3.066], [5.116, 0.580, -1.177]],
  "forces_ev_per_angstrom": [[-1.05, 1.21, -1.35], [-0.19, 2.09, 0.47], [-0.66, 0.33, 0.57], [0.43, 1.18, 0.40], [-0.81, -0.64, 0.74], [-0.49, -1.89, 0.00], [0.08, 0.03, 0.04], [0.10, 0.10, 0.03], [-0.02, -0.17, 0.04], [0.19, -0.14, 0.03], [0.27, -0.02, 0.06], [0.06, -0.03, -0.02], [-0.21, 0.10, 0.11], [0.17, -0.18, -0.04], [0.71, -0.43, -2.07], [0.09, -0.87, 1.60], [0.23, -0.13, -0.04], [-0.16, -0.25, -0.29], [0.25, -0.25, -0.85], [0.15, 0.15, -0.06], [0.01, -0.39, 0.27], [-0.17, 0.38, -0.13], [0.28, 0.14, 0.11], [0.09, 0.01, 0.49], [-0.07, 0.01, 0.01], [-0.19, 0.12, 0.16], [-0.19, 0.06, 0.03], [-0.03, 0.05, 0.06], [0.10, 0.09, -0.11], [0.04, 0.09, -0.07], [0.12, -0.12, -0.21], [0.32, -0.45, -0.05], [0.91, -0.22, -0.19], [0.05, 0.00, -0.05], [-0.05, -0.03, 0.03], [-0.02, 0.05, -0.07], [-0.07, -0.02, 0.05], [0.03, 0.03, 0.04], [-0.01, -0.03, 0.01], [-0.04, 0.02, 0.10], [-0.12, 0.00, -0.02], [0.05, -0.01, 0.01], [-0.02, -0.06, 0.04], [0.06, 0.07, -0.04], [-0.04, -0.04, 0.00], [0.02, -0.04, 0.03], [-0.01, -0.03, 0.00], [0.06, -0.01, -0.06], [-0.07, -0.07, 0.05], [-0.01, 0.00, 0.03], [-0.07, 0.04, 0.02], [0.04, -0.04, -0.04], [-0.07, -0.03, 0.01], [-0.04, 0.02, -0.06], [-0.14, 0.22, 0.18], [0.09, 0.03, -0.03], [0.02, -0.05, 0.01]],
  "energy_ha": -4496.875275,
  "e_lumo_ev": [0.18, -0.46],
  "s_squared": 2.007,
  "spin_multiplicity": 3,
  "homo_lumo_gap_ev": [8.545, 8.759]
}


(4)
{
  "formula": "C22H28N4O3S",
  "method": "wB97M-V/def2-TZVPD",
  "species": ["S", "O", "O", "O", "N", "N", "N", "N", "C", "C", "C", "C", "C", "C", "C", "C", "C", "C", "C", "C", "C", "C", "C", "C", "C", "C", "C", "C", "C", "C", "H", "H", "H", "H", "H", "H", "H", "H", "H", "H", "H", "H", "H", "H", "H", "H", "H", "H", "H", "H", "H", "H", "H", "H", "H", "H", "H", "H"],
  "coordinates": [[-2.113, 3.239, 2.674], [2.307, 2.555, 2.364], [-0.042, 2.675, -0.837], [-0.877, -4.587, 1.423], [-2.057, 1.625, 2.288], [-0.913, 1.236, 1.943], [-1.452, 0.911, -0.859], [1.826, 1.202, 0.616], [3.778, -0.297, 0.148], [-0.418, -3.346, 1.109], [0.547, -1.193, 1.582], [-2.632, 1.615, -1.311], [0.884, 0.533, -0.254], [-0.493, -2.991, -0.239], [3.528, 1.813, -1.102], [1.486, 1.988, 1.660], [-3.838, 1.258, -0.442], [-4.336, -0.087, -0.992], [4.061, 0.704, -2.012], [-0.453, 3.407, 2.369], [0.446, -0.822, 0.251], [3.236, 1.139, 0.259], [-3.769, -0.207, -2.420], [-0.268, 1.495, -0.653], [4.739, -0.257, -1.038], [-0.829, -5.002, 2.767], [-0.061, -1.752, -0.658], [0.121, -2.438, 2.013], [-3.055, 1.120, -2.698], [0.040, 2.186, 1.961], [0.217, -2.684, 3.058], [0.200, -5.043, 3.138], [-3.745, 1.841, -3.135], [-0.889, -3.710, -0.938], [-3.571, 1.198, 0.613], [4.909, -1.243, -1.468], [-4.552, -0.394, -3.153], [3.752, 1.676, 1.058], [-2.204, 1.008, -3.368], [-5.424, -0.124, -0.993], [4.746, 1.085, -2.767], [-1.423, -4.346, 3.411], [-1.256, -6.004, 2.781], [2.639, 2.302, -1.498], [-3.982, -0.909, -0.370], [0.972, -0.511, 2.301], [0.077, 4.329, 2.475], [-1.576, -0.053, -0.588], [3.245, 0.193, -2.527], [-4.601, 2.027, -0.562], [4.266, -0.614, 1.068], [-0.105, -1.505, -1.710], [4.291, 2.579, -0.968], [2.966, -0.996, -0.056], [-3.061, -1.034, -2.479], [-2.388, 2.680, -1.302], [1.405, 0.377, -1.208], [5.700, 0.155, -0.726]],
  "forces_ev_per_angstrom": [[1.08, 0.08, -0.21], [-0.07, 0.24, 0.10], [0.10, 0.28, -0.12], [0.02, 0.15, -0.30], [-1.48, -0.28, 0.42], [0.55, -0.71, -0.11], [-0.29, -0.31, -0.18], [-0.01, -0.11, 0.00], [0.12, 0.04, -0.02], [0.01, 0.12, -0.18], [0.06, -0.05, -0.33], [-0.07, 0.42, -0.18], [-0.18, 0.16, 0.09], [-0.11, -0.22, 0.16], [-0.07, -0.02, -0.13], [0.06, -0.07, 0.05], [0.07, 0.00, 0.10], [-0.11, -0.03, 0.04], [0.18, 0.08, 0.03], [-0.33, -0.26, 0.03], [0.11, -0.26, -0.09], [0.36, 0.07, 0.15], [-0.06, -0.01, -0.12], [0.17, -0.29, -0.34], [-0.11, -0.10, -0.04], [0.01, -0.07, 0.22], [0.18, 0.00, 0.21], [-0.06, -0.27, 0.14], [0.07, 0.05, 0.04], [-0.28, 1.49, 0.75], [-0.01, -0.06, 0.10], [-0.04, 0.02, -0.01], [-0.04, 0.06, -0.04], [-0.04, -0.10, -0.09], [-0.09, 0.08, -0.07], [0.10, -0.03, 0.01], [0.04, -0.10, -0.04], [-0.09, -0.15, -0.21], [0.03, 0.08, -0.05], [-0.02, -0.09, 0.07], [-0.03, -0.03, -0.11], [0.03, -0.02, -0.02], [0.04, 0.07, 0.05], [-0.01, 0.09, 0.02], [-0.06, -0.06, 0.04], [0.03, 0.01, 0.07], [0.24, 0.20, 0.01], [0.16, 0.08, 0.11], [-0.04, -0.03, -0.05], [-0.03, 0.06, -0.01], [-0.07, -0.07, 0.07], [-0.01, 0.03, -0.12], [0.00, 0.05, 0.00], [0.01, -0.05, -0.01], [0.01, -0.07, -0.05], [-0.04, -0.14, 0.02], [-0.06, 0.05, 0.11], [0.10, 0.00, -0.01]],
  "energy_ha": -1698.058820,
  "smiles": "COc1ccc([C@@H](C(=O)NC2CCCC2)N(C(=O)c2csnn2)C2CCCC2)cc1",
  "e_lumo_ev": 0.31,
  "spin_multiplicity": 1,
  "homo_lumo_gap_ev": 8.768
}